1.
{"formula": "C31H26N8OPbS3Se", "method": "wB97M-V/def2-TZVPD", "mol_weight_da": 908.96, "gap_ev": 7.512, "de_lowest_kcal_mol": 16.8, "species": ["Pb", "O", "C", "N", "C", "C", "C", "C", "C", "C", "N", "C", "C", "C", "C", "C", "N", "H", "H", "H", "H", "H", "H", "H", "H", "H", "H", "S", "C", "S", "C", "N", "N", "C", "C", "C", "C", "C", "C", "S", "H", "H", "H", "H", "H", "C", "C", "C", "C", "C", "C", "Se", "C", "C", "C", "H", "H", "H", "H", "H", "H", "H", "H", "H", "H", "H", "N", "C", "N", "C", "N"], "positions_angstrom": [[-0.8291, -1.1152, 1.2897], [3.1492, -1.7462, 3.0328], [1.9912, -1.4293, 2.7867], [1.3658, -1.5061, 1.6091], [2.1446, -1.9955, 0.4933], [1.4636, -3.1660, -0.1664], [2.1647, -4.2343, -0.7135], [1.4591, -5.2779, -1.2829], [0.0717, -5.2310, -1.2979], [-0.5479, -4.1287, -0.7420], [0.1314, -3.1233, -0.1932], [1.1505, -0.8446, 3.9025], [1.7387, -0.5639, 5.1249], [0.9585, -0.0092, 6.1242], [-0.3865, 0.2245, 5.8820], [-0.8987, -0.1016, 4.6392], [-0.1419, -0.6112, 3.6682], [3.1469, -2.2762, 0.8270], [2.2513, -1.1978, -0.2558], [3.2436, -4.2424, -0.6718], [1.9818, -6.1287, -1.6972], [-0.5156, -6.0281, -1.7279], [-1.6269, -4.0376, -0.7337], [2.7888, -0.7801, 5.2476], [1.3922, 0.2421, 7.0817], [-1.0320, 0.6642, 6.6260], [-1.9412, 0.0726, 4.4066], [-2.6846, 3.0699, 4.8955], [-1.6984, 2.8793, 3.5847], [-2.1711, 1.9864, 2.1640], [-0.5388, 2.0949, 1.5470], [0.2401, 2.8080, 2.2810], [-0.4217, 3.2728, 3.3920], [0.3569, 4.0509, 4.2961], [1.6936, 3.7184, 4.4769], [2.4690, 4.4739, 5.3396], [1.9159, 5.5524, 6.0169], [0.5833, 5.8786, 5.8181], [-0.2039, 5.1338, 4.9543], [-0.0349, 1.2052, 0.1470], [2.1132, 2.8837, 3.9353], [3.5103, 4.2179, 5.4805], [2.5235, 6.1398, 6.6921], [0.1472, 6.7238, 6.3330], [-1.2391, 5.3923, 4.7933], [-0.3673, -0.8126, -8.8077], [-0.4807, -0.8412, -7.3120], [-0.2718, 0.3021, -6.5549], [-0.3612, 0.2940, -5.1689], [-0.1039, 1.5692, -4.4214], [-0.7041, -0.9075, -4.5381], [-0.8660, -0.9218, -2.6329], [-0.9152, -2.0817, -5.2698], [-1.2660, -3.4114, -4.6601], [-0.7893, -2.0209, -6.6519], [-0.1681, 0.1937, -9.1693], [-1.2875, -1.1659, -9.2725], [0.4404, -1.4614, -9.1472], [-0.0190, 1.2295, -7.0532], [0.5827, 2.1979, -4.9842], [0.3194, 1.3874, -3.4336], [-1.0306, 2.1271, -4.2782], [-1.4051, -3.3561, -3.5818], [-0.4783, -4.1388, -4.8628], [-2.1873, -3.7929, -5.1017], [-0.9484, -2.9244, -7.2264], [-2.2573, 0.2638, -2.5266], [-2.8703, 0.8858, -1.7182], [-3.5123, 1.6095, -0.9631], [-4.6478, 1.4600, -0.3241], [-5.6394, 1.4063, 0.2545]], "forces_ev_per_a": [[0.12, -0.08, 0.20], [0.21, -0.05, 0.05], [-0.05, 0.20, 0.05], [-0.15, -0.20, -0.07], [0.11, 0.02, -0.04], [0.02, -0.02, 0.07], [-0.04, 0.04, -0.01], [-0.02, 0.00, 0.01], [0.01, 0.03, -0.01], [0.03, -0.03, -0.07], [-0.01, 0.05, -0.01], [0.05, -0.04, 0.07], [-0.03, -0.01, -0.09], [-0.06, 0.02, -0.01], [0.03, -0.03, -0.02], [-0.03, 0.05, 0.03], [0.01, 0.06, -0.09], [-0.09, 0.02, -0.04], [0.03, -0.01, 0.01], [0.06, -0.01, 0.01], [0.02, -0.02, -0.03], [-0.03, -0.04, -0.01], [-0.07, 0.00, 0.00], [0.04, -0.01, 0.01], [0.02, 0.01, 0.05], [-0.04, 0.04, 0.03], [-0.04, 0.00, 0.01], [-0.11, 0.04, 0.08], [-0.20, -0.11, 0.03], [0.00, 0.08, -0.01], [0.03, -0.12, 0.05], [0.07, -0.14, -0.11], [0.02, 0.11, -0.01], [0.11, 0.06, 0.11], [-0.06, -0.02, 0.03], [0.00, 0.03, 0.03], [0.01, -0.02, -0.01], [0.00, 0.02, 0.02], [0.01, 0.05, -0.02], [-0.01, 0.04, -0.28], [0.01, -0.03, -0.03], [0.02, 0.00, 0.01], [0.01, 0.01, 0.01], [0.00, 0.02, 0.01], [0.01, -0.01, 0.00], [0.01, 0.00, -0.04], [0.00, 0.01, 0.05], [0.02, -0.02, 0.02], [0.06, 0.02, -0.06], [0.01, 0.04, 0.05], [-0.04, -0.01, 0.11], [0.07, -0.08, 0.11], [-0.02, 0.00, -0.03], [-0.03, -0.05, 0.11], [0.00, 0.04, 0.05], [0.01, 0.03, -0.02], [-0.03, -0.01, -0.03], [0.03, -0.02, -0.02], [0.02, 0.05, -0.03], [0.01, 0.05, -0.02], [0.00, 0.02, -0.03], [-0.02, 0.00, 0.03], [0.00, -0.01, -0.07], [0.01, -0.01, 0.01], [0.00, -0.02, -0.01], [-0.02, -0.08, -0.05], [-0.19, 0.27, -0.20], [0.12, -0.66, -0.09], [0.48, 0.71, 0.03], [-0.10, -0.21, -0.17], [-0.41, -0.04, 0.32]], "mulliken_charge": [0.635, -0.769, 0.163, -0.083, -0.822, 0.602, -0.844, -0.341, -0.664, -0.539, 0.250, 0.436, -0.490, -0.325, -0.769, -0.487, 0.009, 0.492, 0.171, 0.450, 0.423, 0.467, 0.415, 0.484, 0.452, 0.436, 0.718, -0.272, -0.010, -0.024, 0.149, -0.849, 0.778, 0.310, -0.121, -0.777, -0.406, -0.661, -0.511, -0.217, 0.552, 0.372, 0.389, 0.375, 0.412, -1.483, 0.734, -0.830, 0.667, -1.778, 0.089, 0.286, 0.840, -1.486, -0.680, 0.346, 0.347, 0.341, 0.358, 0.493, 0.327, 0.276, 0.191, 0.345, 0.388, 0.453, -0.478, 0.786, -0.501, 0.527, -0.517]}

---

2.
{"formula": "C22H24N2O5", "method": "wB97M-V/def2-TZVPD", "mol_weight_da": 396.44, "gap_ev": 8.788, "de_lowest_kcal_mol": 94.6, "smiles": "COc1cccc(OCc2cc(C(=O)N(C)CCOc3ccc(C)cc3)no2)c1", "species": ["C", "O", "C", "C", "C", "C", "C", "O", "C", "C", "C", "C", "C", "O", "N", "C", "C", "C", "O", "C", "C", "C", "C", "C", "C", "C", "N", "O", "C", "H", "H", "H", "H", "H", "H", "H", "H", "H", "H", "H", "H", "H", "H", "H", "H", "H", "H", "H", "H", "H", "H", "H", "H"], "positions_angstrom": [[-6.0437, -1.0649, 5.3100], [-5.2101, 0.0361, 5.0399], [-5.0680, 0.4432, 3.7500], [-5.6880, -0.1489, 2.6528], [-5.4619, 0.3657, 1.3899], [-4.6345, 1.4552, 1.1851], [-4.0140, 2.0469, 2.2803], [-3.1794, 3.1323, 2.2215], [-2.9126, 3.7111, 0.9704], [-2.1124, 2.8186, 0.0760], [-1.1193, 1.9181, 0.3271], [-0.7908, 1.4095, -0.9587], [0.3122, 0.4481, -1.2034], [1.2033, 0.3427, -0.3740], [0.2882, -0.2967, -2.3312], [-0.6693, -0.1426, -3.3988], [1.4282, -1.1552, -2.5706], [2.5542, -0.4000, -3.3018], [3.6915, -1.1978, -3.5009], [4.5665, -1.3945, -2.4620], [5.6815, -2.1741, -2.7694], [6.6426, -2.4271, -1.8150], [6.5250, -1.9122, -0.5275], [7.5743, -2.2004, 0.5041], [5.4116, -1.1426, -0.2325], [4.4338, -0.8794, -1.1794], [-1.5337, 1.9827, -1.8750], [-2.3544, 2.8508, -1.2470], [-4.2332, 1.5381, 3.5529], [-6.0055, -1.2048, 6.3891], [-7.0779, -0.8706, 5.0077], [-5.6845, -1.9731, 4.8155], [-6.3402, -0.9992, 2.7679], [-5.9438, -0.0942, 0.5398], [-4.4905, 1.8223, 0.1822], [-2.3340, 4.6136, 1.1988], [-3.8342, 4.0097, 0.4523], [-0.6811, 1.6424, 1.2614], [-1.6719, -0.0178, -2.9955], [-0.4452, 0.7311, -4.0143], [-0.6440, -1.0347, -4.0221], [1.1188, -2.0185, -3.1630], [1.8000, -1.5043, -1.6039], [2.2204, -0.1228, -4.3067], [2.7987, 0.5145, -2.7479], [5.7714, -2.5675, -3.7699], [7.5009, -3.0319, -2.0708], [7.5510, -3.2540, 0.7831], [8.5666, -1.9824, 0.1122], [7.4129, -1.6048, 1.3989], [5.2920, -0.7338, 0.7605], [3.5852, -0.2807, -0.8876], [-3.7525, 1.9987, 4.3995]], "forces_ev_per_a": [[-0.15, -0.19, 0.04], [0.20, 0.27, -0.15], [0.12, 0.18, -0.14], [-0.15, -0.23, 0.21], [0.04, 0.06, 0.06], [0.09, 0.22, -0.22], [-0.19, -0.23, 0.24], [0.00, -0.19, 0.15], [-0.09, 0.28, -0.31], [0.79, -0.68, 0.36], [-0.50, 0.45, -0.26], [-0.67, 0.79, 0.46], [0.17, -0.35, -0.35], [-0.01, 0.18, 0.23], [0.17, -0.09, 0.07], [-0.36, 0.11, -0.30], [0.61, -0.12, 0.12], [-0.43, 0.14, 0.15], [0.22, -0.23, 0.03], [0.17, -0.07, 0.03], [-0.17, 0.05, -0.07], [-0.13, 0.08, 0.01], [-0.02, 0.07, 0.11], [-0.03, -0.06, -0.04], [0.20, -0.14, -0.05], [-0.27, 0.10, -0.26], [0.56, -0.53, -0.67], [-0.33, 0.40, 0.51], [0.04, 0.02, -0.01], [-0.03, -0.03, -0.08], [0.05, -0.01, 0.00], [-0.02, 0.04, 0.01], [-0.05, -0.08, 0.05], [-0.03, -0.03, -0.06], [0.03, 0.05, -0.09], [-0.16, -0.14, -0.10], [0.11, -0.02, 0.07], [0.09, -0.03, 0.24], [0.06, -0.07, -0.15], [-0.08, -0.05, -0.07], [0.03, -0.01, 0.03], [-0.03, 0.07, 0.04], [-0.06, -0.03, -0.19], [0.02, 0.04, 0.14], [-0.03, -0.05, -0.06], [0.01, -0.04, -0.12], [0.09, -0.06, -0.05], [0.06, -0.05, 0.09], [0.09, 0.01, 0.05], [0.04, 0.02, 0.08], [0.00, 0.04, 0.10], [-0.16, 0.06, -0.03], [0.07, 0.07, 0.14]], "mulliken_charge": [-0.850, -0.399, 0.718, -0.457, -1.057, -0.578, 0.699, -0.426, -0.743, 0.107, -0.100, 0.456, 0.509, -0.658, 0.154, -0.926, -0.920, -0.506, -0.418, 0.813, -0.605, -0.482, 0.716, -1.411, -1.046, -0.259, -0.544, -0.214, -0.472, 0.244, 0.347, 0.346, 0.401, 0.358, 0.444, 0.351, 0.403, 0.533, 0.416, 0.293, 0.306, 0.355, 0.445, 0.250, 0.440, 0.413, 0.376, 0.300, 0.354, 0.342, 0.309, 0.403, 0.470]}

---

3.
{"formula": "C5H8O", "method": "wB97M-V/def2-TZVPD", "mol_weight_da": 84.12, "gap_ev": 10.747, "de_lowest_kcal_mol": 26.5, "smiles": "CC1(C=O)CC1", "species": ["C", "C", "C", "O", "C", "C", "H", "H", "H", "H", "H", "H", "H", "H"], "positions_angstrom": [[0.4216, -0.1740, 1.5021], [-0.1089, -0.0873, 0.0752], [-1.0893, -1.1637, -0.2684], [-1.2515, -2.1733, 0.3778], [-0.1777, 1.2711, -0.6004], [0.7456, 0.2332, -1.1440], [0.9244, 0.7507, 1.8023], [-0.4329, -0.3186, 2.1740], [1.0925, -1.0240, 1.6492], [-1.5946, -1.0195, -1.2520], [-1.0621, 1.5594, -1.1664], [0.2902, 2.0796, -0.0416], [1.8241, 0.3022, -1.0349], [0.4186, -0.2357, -2.0729]], "forces_ev_per_a": [[-0.07, 0.02, -0.21], [-0.04, -0.17, 0.49], [0.22, -0.05, -0.08], [-0.06, 0.64, -0.22], [-0.08, -0.07, 0.03], [-0.01, -0.09, -0.19], [0.03, -0.19, -0.14], [0.18, 0.03, -0.10], [-0.05, 0.10, -0.07], [-0.07, -0.05, 0.16], [0.21, -0.14, 0.04], [-0.26, -0.18, -0.03], [-0.21, 0.13, 0.11], [0.21, 0.02, 0.22]], "mulliken_charge": [-1.382, 1.225, -0.247, -0.512, -0.740, -0.694, 0.398, 0.349, 0.278, 0.313, 0.240, 0.258, 0.259, 0.254]}

---

no.,electronic energy (eV)
1,-149637.178
2,-36419.159
3,-7361.106